Entry 1:
Entry from the OMol25 dataset: C34H27ClIMnN3O2P2S as an isolated structure at a distorted geometry (ωB97M-V with the def2-TZVPD basis set).

Structure (XYZ):
```
72
C34H27ClIMnN3O2P2S ωB97M-V with the def2-TZVPD basis set
I 1.516 4.667 0.598
Mn -1.068 1.126 -1.801
Cl -3.769 6.865 1.064
S -2.470 -1.144 -3.214
P -0.026 -2.865 -0.747
P 0.831 0.021 -0.724
O -3.699 -0.869 -2.450
O -0.268 2.639 -0.944
N -2.795 2.398 -1.344
N 1.181 -1.600 -1.017
N -1.228 -0.311 -2.914
C -2.921 -1.463 1.799
C 1.037 -4.159 -0.046
C 0.681 -5.485 -0.389
C -4.077 2.224 -1.508
C -0.209 1.042 1.575
C 0.785 0.333 1.004
C 1.841 -0.128 1.841
C 1.837 0.210 3.196
C 0.827 0.924 3.765
C -0.527 4.709 0.247
C 2.821 1.623 -3.882
C -4.627 4.320 -0.528
C 2.119 -3.975 0.761
C 3.969 2.187 -3.311
C -2.692 5.591 0.485
C -2.393 3.500 -0.658
C -0.213 1.345 2.931
C -5.071 3.165 -1.113
C 4.181 2.181 -1.911
C -0.978 3.613 -0.430
C -2.203 -1.904 0.685
C 2.516 -6.360 0.859
C 1.989 -1.957 -2.194
C -1.350 5.725 0.707
C -0.902 -2.364 0.824
C -0.334 -2.416 2.119
C 1.405 -6.585 0.052
C -3.278 4.488 -0.216
C 2.819 -5.059 1.242
C 2.084 0.945 -1.666
C -1.093 -2.056 3.210
C -2.426 -1.686 3.088
C 1.903 0.972 -3.065
C 3.213 1.582 -1.086
H 4.683 2.687 -3.965
H -1.061 1.177 0.960
H -4.004 -1.214 1.720
H 5.061 2.700 -1.546
H -2.632 -1.822 -0.280
H 0.697 -2.669 2.288
H -1.112 1.759 3.394
H 1.073 -7.580 -0.252
H 2.322 -2.959 1.113
H -5.291 5.229 -0.377
H -0.693 -2.350 4.221
H 2.632 1.764 -4.893
H 2.728 -0.125 3.738
H 1.047 0.453 -3.467
H 3.293 1.509 0.005
H -0.908 6.714 0.986
H 2.555 -0.802 1.454
H -0.073 -5.799 -1.142
H 3.717 -4.940 1.881
H -3.125 -1.557 3.936
H -6.097 2.939 -1.308
H 2.479 -2.919 -1.927
H -4.408 1.352 -2.087
H 3.099 -7.188 1.235
H 0.824 1.053 4.866
H 1.456 -2.172 -3.105
H 2.796 -1.248 -2.343
```

<S²>: 6.239
Net charge: +1
Spin multiplicity: 5
LUMO level (spin up / spin down) (Eh): -0.169 / -0.142
ΔE to the lowest compared entry with this formula, charge and spin (kcal per mole): 34.8
HOMO level (spin up / spin down) (eV): -10.5 / -10.6

In elementary charge units, the Löwdin charges are: atom 1 (I): 0.994, atom 2 (Mn): 0.836, atom 3 (Cl): 0.687, atom 4 (S): 0.809, atom 5 (P): 1.063, atom 6 (P): 1.011, atom 7 (O): -0.532, atom 8 (O): -0.290, atom 9 (N): 0.044, atom 10 (N): -0.464, atom 11 (N): -0.539, atom 12 (C): -0.074, atom 13 (C): -0.404, atom 14 (C): -0.097, atom 15 (C): -0.089, atom 16 (C): -0.119, atom 17 (C): -0.363, atom 18 (C): -0.070, atom 19 (C): -0.075, atom 20 (C): -0.057, atom 21 (C): -0.642, atom 22 (C): -0.046, atom 23 (C): -0.004, atom 24 (C): -0.133, atom 25 (C): -0.043, atom 26 (C): -0.557, atom 27 (C): -0.149, atom 28 (C): -0.036, atom 29 (C): -0.003, atom 30 (C): -0.046, atom 31 (C): -0.447, atom 32 (C): -0.121, atom 33 (C): -0.069, atom 34 (C): -0.155, atom 35 (C): -0.153, atom 36 (C): -0.347, atom 37 (C): -0.089, atom 38 (C): -0.077, atom 39 (C): -0.172, atom 40 (C): -0.072, atom 41 (C): -0.343, atom 42 (C): -0.087, atom 43 (C): -0.070, atom 44 (C): -0.122, atom 45 (C): -0.074, atom 46 (H): 0.113, atom 47 (H): 0.082, atom 48 (H): 0.120, atom 49 (H): 0.110, atom 50 (H): 0.049, atom 51 (H): 0.084, atom 52 (H): 0.123, atom 53 (H): 0.113, atom 54 (H): 0.087, atom 55 (H): 0.127, atom 56 (H): 0.134, atom 57 (H): 0.092, atom 58 (H): 0.122, atom 59 (H): 0.067, atom 60 (H): 0.099, atom 61 (H): 0.130, atom 62 (H): 0.086, atom 63 (H): 0.113, atom 64 (H): 0.120, atom 65 (H): 0.121, atom 66 (H): 0.110, atom 67 (H): 0.090, atom 68 (H): 0.102, atom 69 (H): 0.107, atom 70 (H): 0.132, atom 71 (H): 0.077, atom 72 (H): 0.077

=====

Entry 2:
Entry from the OMol25 dataset: C34H27ClN8O7PbSSe as an isolated structure at a distorted geometry (ωB97M-V with the def2-TZVPD basis set).

Structure (XYZ):
```
80
C34H27ClN8O7PbSSe ωB97M-V with the def2-TZVPD basis set
Pb -2.072 1.635 -0.661
Se -2.898 -1.378 -2.368
Cl -5.851 -0.809 -0.736
S 1.916 -2.368 1.224
O 0.077 2.132 0.317
O -5.096 0.297 -1.353
O -6.841 -0.313 0.201
O -2.987 2.010 -2.615
O 1.991 2.713 2.256
O -4.925 -1.635 -0.024
O -6.383 -1.554 -1.819
N -1.072 2.184 -3.831
N 3.468 -2.311 3.755
N -0.605 2.423 -2.592
N -1.366 -0.659 -1.763
N -2.106 -2.567 -3.427
N 2.245 -1.745 3.844
N 0.392 -1.003 3.103
N -0.538 -0.916 2.301
C 1.494 -3.018 -3.453
C 2.215 2.981 0.865
C 3.409 3.602 0.541
C 2.231 1.295 2.414
C -3.952 0.424 2.637
C 4.384 -2.325 7.333
C -3.013 0.170 -7.045
C 1.199 2.691 -0.093
C -1.557 0.030 2.619
C -0.394 -1.393 -2.302
C 3.545 4.152 -0.768
C -3.066 1.167 -4.819
C 0.975 -1.115 -2.024
C -1.299 1.370 2.846
C -2.386 1.932 -3.733
C 6.231 -3.135 6.000
C 3.606 -2.148 6.208
C 1.479 3.122 -1.453
C 4.229 -2.370 4.936
C -2.886 -0.457 2.514
C -2.369 2.266 2.927
C 5.695 -2.789 7.258
C -4.327 0.644 -4.636
C 5.443 -3.016 4.822
C 0.162 -3.264 -3.760
C -0.795 -2.413 -3.211
C -2.384 0.967 -6.092
C -3.648 1.781 2.813
C -4.304 -0.330 -6.871
C 2.624 3.898 -1.714
C 1.494 -1.766 2.764
C 1.889 -1.896 -2.668
C 0.612 2.951 -2.615
C -4.941 -0.114 -5.632
H -0.034 -4.131 -4.423
H 2.011 0.694 1.540
H 4.421 4.764 -1.013
H -2.515 0.065 -8.008
H 7.257 -3.398 5.880
H 3.297 1.162 2.664
H 2.948 -1.774 -2.528
H 6.303 -2.812 8.122
H 2.295 -3.670 -3.711
H 4.081 -2.194 8.356
H 1.569 0.997 3.192
H -4.472 2.511 2.762
H 5.814 -3.257 3.845
H -4.831 0.855 -3.682
H 4.220 3.606 1.211
H -3.027 -1.488 2.341
H -2.300 3.354 3.140
H 2.575 -1.846 6.216
H 2.795 4.310 -2.685
H -1.398 1.367 -6.181
H 0.945 3.208 -3.596
H -0.295 1.766 3.013
H -5.964 -0.419 -5.480
H -4.826 -0.817 -7.692
H 1.229 -0.365 -1.294
H -4.940 -0.032 2.720
H 3.897 -2.482 2.872
```

Net charge: -2
LUMO level (spin up / spin down) (Eh): 0.133 / 0.133
ΔE to the lowest compared entry with this formula, charge and spin (kcal per mole): 31.8
HOMO level (spin up / spin down) (eV): -2.0 / -2.0

In elementary charge units, the Löwdin charges are: atom 1 (Pb): 1.511, atom 2 (Se): 1.245, atom 3 (Cl): 0.595, atom 4 (S): 0.430, atom 5 (O): -0.283, atom 6 (O): -0.496, atom 7 (O): -0.361, atom 8 (O): -0.321, atom 9 (O): -0.119, atom 10 (O): -0.412, atom 11 (O): -0.362, atom 12 (N): 0.036, atom 13 (N): -0.030, atom 14 (N): -0.101, atom 15 (N): -0.259, atom 16 (N): -0.186, atom 17 (N): 0.005, atom 18 (N): -0.011, atom 19 (N): 0.072, atom 20 (C): -0.081, atom 21 (C): -0.209, atom 22 (C): -0.003, atom 23 (C): -0.094, atom 24 (C): -0.088, atom 25 (C): -0.126, atom 26 (C): -0.116, atom 27 (C): -0.282, atom 28 (C): -0.261, atom 29 (C): -0.367, atom 30 (C): -0.127, atom 31 (C): -0.150, atom 32 (C): -0.027, atom 33 (C): -0.066, atom 34 (C): -0.484, atom 35 (C): -0.097, atom 36 (C): -0.020, atom 37 (C): -0.129, atom 38 (C): -0.229, atom 39 (C): -0.032, atom 40 (C): -0.131, atom 41 (C): -0.140, atom 42 (C): -0.076, atom 43 (C): -0.048, atom 44 (C): -0.039, atom 45 (C): -0.419, atom 46 (C): -0.010, atom 47 (C): -0.149, atom 48 (C): -0.098, atom 49 (C): -0.111, atom 50 (C): -0.946, atom 51 (C): -0.087, atom 52 (C): -0.055, atom 53 (C): -0.070, atom 54 (H): 0.115, atom 55 (H): 0.066, atom 56 (H): 0.090, atom 57 (H): 0.089, atom 58 (H): 0.073, atom 59 (H): 0.098, atom 60 (H): 0.097, atom 61 (H): 0.066, atom 62 (H): 0.082, atom 63 (H): 0.086, atom 64 (H): 0.042, atom 65 (H): 0.100, atom 66 (H): 0.097, atom 67 (H): 0.102, atom 68 (H): 0.093, atom 69 (H): 0.096, atom 70 (H): 0.114, atom 71 (H): 0.089, atom 72 (H): 0.094, atom 73 (H): 0.087, atom 74 (H): 0.102, atom 75 (H): 0.094, atom 76 (H): 0.097, atom 77 (H): 0.090, atom 78 (H): 0.099, atom 79 (H): 0.107, atom 80 (H): 0.051

=====

Entry 3:
Entry from the OMol25 dataset: C34H27F10N6O2S2Ta as an isolated structure at a distorted geometry (ωB97M-V with the def2-TZVPD basis set).

Structure (XYZ):
```
82
C34H27F10N6O2S2Ta ωB97M-V with the def2-TZVPD basis set
Ta 0.404 -0.315 -0.552
S 2.394 1.097 -1.181
S 0.588 -1.704 1.642
F 6.969 0.357 -1.887
F -0.731 5.464 -1.741
F -4.540 3.293 -0.036
F 0.250 3.093 -2.530
F 6.038 -1.445 -3.712
F 6.161 -1.369 0.933
F -3.214 5.592 -0.502
F 3.746 -2.628 -3.525
F 2.734 0.422 1.491
F -3.356 0.923 -0.448
O -0.075 0.977 0.744
O 1.720 3.025 0.760
N 1.660 -1.581 -1.577
N -2.724 -2.906 2.108
N -0.955 -1.929 -1.631
N -1.663 1.100 2.396
N -1.021 0.692 -1.693
N -1.931 -0.237 2.108
C -4.220 -2.415 3.901
C 5.675 -0.043 0.822
C -0.532 3.135 1.755
C -1.831 0.164 -2.805
C -1.574 3.954 2.112
C -3.388 3.267 -0.588
C -3.213 -2.052 3.003
C -2.120 -2.217 -0.770
C -0.194 -3.141 -1.978
C 5.398 -1.294 -2.528
C 3.497 -0.291 -0.638
C -4.361 -4.495 2.798
C -2.762 2.067 -0.841
C -1.446 5.311 2.146
C -1.524 1.962 -1.484
C -3.305 -4.072 2.013
C -0.308 5.887 1.605
C 2.189 -1.812 0.976
C 3.042 -1.367 -1.653
C -1.457 4.346 -1.540
C -1.416 -1.318 -2.876
C -4.806 -3.608 3.767
C -0.727 1.639 1.663
C 5.858 -0.348 -1.718
C -2.698 4.395 -0.825
C 0.656 3.701 1.166
C -0.898 3.127 -1.844
C 4.014 -1.764 -2.547
C 2.685 -3.191 0.560
C 1.160 -2.618 -2.473
C 4.947 0.156 -0.593
C -2.648 -0.746 3.052
C 2.846 -0.666 0.618
C 0.634 5.055 0.995
H -1.542 0.721 -3.712
H -2.914 -0.033 3.832
H 1.158 -2.257 -3.479
H -0.725 -3.704 -2.739
H 1.788 2.087 0.978
H -4.802 -5.496 2.630
H -2.831 -2.715 -1.426
H -2.869 0.290 -2.574
H -2.463 3.493 2.466
H -0.179 -3.677 -1.004
H 4.992 0.122 1.645
H -0.533 -1.274 -3.487
H 1.973 -3.332 -2.525
H -2.175 -2.041 -3.385
H 4.880 1.206 -0.774
H -2.197 5.972 2.585
H -0.279 6.973 1.666
H 6.496 0.694 0.866
H 1.522 5.377 0.500
H -2.519 -1.272 -0.462
H -4.500 -1.664 4.624
H 1.790 -3.803 0.188
H -5.584 -3.906 4.483
H 3.499 -3.235 -0.150
H -2.848 -4.705 1.259
H -1.854 -2.759 0.112
H 3.090 -3.695 1.466
```

LUMO level (spin up / spin down) (Eh): -0.024 / -0.024
ΔE to the lowest compared entry with this formula, charge and spin (kcal per mole): 35.5
HOMO level (spin up / spin down) (eV): -7.7 / -7.7

In elementary charge units, the Löwdin charges are: atom 1 (Ta): 1.615, atom 2 (S): 0.828, atom 3 (S): 0.713, atom 4 (F): 0.129, atom 5 (F): 0.113, atom 6 (F): 0.189, atom 7 (F): 0.102, atom 8 (F): 0.087, atom 9 (F): -0.052, atom 10 (F): 0.121, atom 11 (F): 0.081, atom 12 (F): -0.048, atom 13 (F): 0.095, atom 14 (O): -0.325, atom 15 (O): 0.005, atom 16 (N): -0.224, atom 17 (N): 0.103, atom 18 (N): -0.335, atom 19 (N): 0.085, atom 20 (N): -0.161, atom 21 (N): 0.008, atom 22 (C): -0.031, atom 23 (C): -0.081, atom 24 (C): -0.054, atom 25 (C): -0.150, atom 26 (C): -0.065, atom 27 (C): -0.221, atom 28 (C): -0.264, atom 29 (C): -0.064, atom 30 (C): -0.133, atom 31 (C): -0.123, atom 32 (C): -0.570, atom 33 (C): -0.048, atom 34 (C): -0.135, atom 35 (C): -0.102, atom 36 (C): -0.221, atom 37 (C): -0.151, atom 38 (C): -0.052, atom 39 (C): -0.677, atom 40 (C): -0.266, atom 41 (C): -0.100, atom 42 (C): -0.178, atom 43 (C): -0.085, atom 44 (C): -0.354, atom 45 (C): -0.178, atom 46 (C): -0.127, atom 47 (C): -0.279, atom 48 (C): -0.160, atom 49 (C): -0.145, atom 50 (C): -0.086, atom 51 (C): -0.192, atom 52 (C): -0.156, atom 53 (C): -0.097, atom 54 (C): -0.409, atom 55 (C): -0.020, atom 56 (H): 0.139, atom 57 (H): 0.122, atom 58 (H): 0.106, atom 59 (H): 0.127, atom 60 (H): 0.026, atom 61 (H): 0.116, atom 62 (H): 0.102, atom 63 (H): 0.107, atom 64 (H): 0.109, atom 65 (H): 0.123, atom 66 (H): 0.107, atom 67 (H): 0.097, atom 68 (H): 0.115, atom 69 (H): 0.163, atom 70 (H): 0.116, atom 71 (H): 0.114, atom 72 (H): 0.112, atom 73 (H): 0.129, atom 74 (H): 0.119, atom 75 (H): 0.063, atom 76 (H): 0.117, atom 77 (H): 0.085, atom 78 (H): 0.121, atom 79 (H): 0.073, atom 80 (H): 0.109, atom 81 (H): 0.030, atom 82 (H): 0.099

=====

Taking the records one at a time from the top gives E values of -4616.1505 -5728.9443 -3642.7893 Ha.